C3H6Br3P | wB97M-V/def2-TZVPD

Structure (XYZ):
```
13
Properties=species:S:1:pos:R:3:forces:R:3
C -0.4287 1.0066 1.3057 -0.31 2.95 -0.35
C 0.7057 0.4468 0.5118 0.05 -3.68 -2.23
Br 2.2589 1.6145 0.4328 -0.47 -0.10 -0.22
C 0.1311 -0.0490 -1.1379 3.92 -2.00 3.23
P -1.1778 -1.2516 -0.8457 -0.51 -0.24 1.12
Br -1.3966 -2.1586 -2.8133 0.04 -0.17 -0.68
Br 0.1211 -2.7951 0.1994 -0.33 -0.11 -0.21
H -1.2309 0.3192 1.5095 -0.44 -0.34 -0.44
H -0.1125 1.3351 2.2760 0.58 -0.06 0.71
H -0.8076 2.0418 0.8808 0.42 -2.28 0.32
H 1.1333 -0.6029 0.9192 -1.11 2.81 -0.74
H 1.0224 -0.6934 -1.5777 -1.65 1.98 0.48
H -0.2183 0.7867 -1.6608 -0.22 1.24 -0.99
```
Forces are in eV/Å.

Properties
Highest occupied orbital energy = -9.53 eV
Gap between HOMO and LUMO = 9.6 eV
SMILES = C[C@H](Br)CP(Br)Br
E_tot = -222624.668 eV
Total charge = 0

Here are the natural (NBO) charges for atoms 1 to 6, given in e: -0.686 -0.254 0.026 -0.801 0.711 -0.187


C6H11N | wB97M-V/def2-TZVPD

Structure (XYZ):
```
18
Properties=species:S:1:pos:R:3:forces:R:3
C -2.4789 -0.3279 -0.8501 -0.04 -0.03 -0.06
C -1.3380 0.3845 -0.1322 -0.02 0.03 0.06
C 0.0804 -0.0271 -0.5758 0.00 0.01 -0.05
C 1.0352 -0.2045 0.6239 -0.01 -0.02 0.03
C 2.5162 -0.2974 0.2421 0.08 -0.01 -0.03
C 0.8268 0.9029 1.5740 -0.19 0.76 0.61
N 0.6099 1.7855 2.2899 0.32 -0.81 -0.63
H -3.4373 -0.0386 -0.4051 0.12 -0.05 -0.13
H -2.5177 -0.0861 -1.9174 0.05 -0.04 0.11
H -2.3821 -1.4154 -0.7510 -0.02 0.14 -0.04
H -1.4461 1.4695 -0.2429 0.00 -0.16 0.05
H -1.4458 0.1950 0.9423 0.01 -0.02 -0.13
H 0.0598 -0.9758 -1.1284 -0.01 0.13 0.12
H 0.5054 0.7198 -1.2585 -0.07 -0.10 0.11
H 0.7448 -1.1239 1.1504 0.02 0.16 -0.02
H 2.6770 -1.1077 -0.4759 -0.08 0.10 0.09
H 2.8574 0.6392 -0.2103 -0.07 -0.14 0.04
H 3.1331 -0.4922 1.1249 -0.09 0.03 -0.15
```
Forces are in eV/Å.

Properties
Highest occupied orbital energy = -11.31 eV
Gap between HOMO and LUMO = 12.2 eV
SMILES = CCC[C@@H](C)C#N
E_tot = -7890.330 eV
Total charge = 0

Here are the natural (NBO) charges for atoms 1 to 6, given in e: -0.600 -0.406 -0.382 -0.319 -0.590 0.291


C3H5PS | wB97M-V/def2-TZVPD

Structure (XYZ):
```
10
Properties=species:S:1:pos:R:3:forces:R:3
C 0.3672 0.0572 -0.1404 1.71 2.12 -0.64
C -0.4095 -0.9836 0.6411 0.86 -0.64 -0.65
C -0.1633 -1.0904 -0.8103 0.88 0.30 3.20
P -0.5704 1.6686 -0.1030 0.45 0.82 -2.66
S 0.7500 -2.2484 1.2114 -1.30 0.58 -1.29
H 1.4982 0.3263 -0.1130 -1.91 -1.17 0.39
H -1.4202 -0.7453 0.9612 0.28 -0.17 0.64
H -0.4627 -1.6291 -1.6431 -0.21 -0.87 -1.28
H 0.3758 2.5096 -1.0299 -1.36 -1.26 1.29
H 0.0348 2.1351 1.0260 0.61 0.30 0.99
```
Forces are in eV/Å.

Properties
Highest occupied orbital energy (spin up / spin down) = -8.70 / -8.53 eV
Gap between HOMO and LUMO (spin up / spin down) = 7.8 / 7.1 eV
E_tot = -23311.042 eV
Total charge = 0

Here are the natural (NBO) charges for atoms 1 to 6, given in e: -0.553 -0.404 -0.009 0.310 -0.043 0.267